15
Properties=species:S:1:pos:R:3:forces:R:3:lowdin_charge:R:1 method="wB97M-V/def2-TZVPD" charge=+1 de_lowest_kj_mol=254.5 e_homo_ev="-11.884 / -11.882" homo_lumo_gap_ha="0.27235 / 0.27230"
H -0.10954 -2.34524 0.67346 -0.827 1.746 -1.010 0.15
N -2.63167 0.77677 0.57041 0.523 0.311 0.072 -0.53
S -3.62309 0.34881 -0.52920 -0.417 -0.037 -0.207 0.66
H -2.75149 0.26650 1.44846 -0.424 0.024 0.153 -0.03
H 1.95077 -0.40954 1.65881 -0.756 -0.191 -0.720 0.21
H -1.27720 -0.95679 0.94717 0.852 -0.164 -0.258 0.06
N 1.56509 -0.01788 0.78917 -0.071 0.474 -0.098 0.20
C -0.53860 -1.35576 0.22277 1.165 -1.773 1.920 0.04
H 1.39086 2.30192 -1.42510 -0.438 1.039 -1.633 0.13
C 1.29317 1.46191 -0.83188 3.453 -0.294 3.759 0.00
H 2.92377 1.67136 0.71748 -0.847 -0.261 -0.311 0.16
C 0.54924 -0.37147 -0.00388 -0.195 -1.861 2.485 -0.31
O 0.47199 0.45260 -0.95815 -2.860 0.190 -2.693 0.16
H -1.10378 -1.51917 -0.66502 -0.079 -0.326 -0.802 0.08
C 2.03860 1.17611 0.28582 0.920 1.121 -0.657 0.02

---

14
Properties=species:S:1:pos:R:3:forces:R:3:lowdin_charge:R:1 method="wB97M-V/def2-TZVPD" charge=+1 de_lowest_kj_mol=685.1 e_homo_ev="-12.772 / -12.772" homo_lumo_gap_ha="0.27453 / 0.27437"
H 2.64376 -2.12363 0.06516 -1.116 -2.044 0.213 -0.16
N 0.37401 1.76927 0.12629 -2.951 2.584 -0.854 0.00
H -1.97936 -0.88662 1.63176 0.125 0.102 0.671 0.05
H -1.75826 1.97864 0.38593 1.172 0.587 0.030 0.08
C 1.57459 1.12710 -0.13157 0.711 -4.167 0.321 -0.28
H 2.36047 1.76492 -0.30575 1.719 1.797 -0.248 0.10
C -0.84135 1.36774 0.36734 -0.341 -3.008 -0.202 0.16
C -2.02235 -1.70393 -0.46930 1.863 2.136 -2.051 0.00
H 0.50684 2.79350 -0.11141 -0.421 -1.156 0.628 0.19
N 1.71857 -0.14330 -0.10858 -1.998 1.235 0.773 -0.37
C -1.83768 -1.00041 0.59097 0.656 1.307 -0.480 0.15
S 3.12170 -0.95879 -0.08089 1.899 2.137 -0.642 0.88
H -2.14073 -2.76575 -0.48652 -0.696 -0.578 0.269 0.09
H -1.72023 -1.21873 -1.47343 -0.623 -0.932 1.573 0.13

---

14
Properties=species:S:1:pos:R:3:forces:R:3:lowdin_charge:R:1 method="wB97M-V/def2-TZVPD" charge=+1 de_lowest_kj_mol=523.3 smiles="SN1C=[NH+]C=CC1" e_homo_ev="-13.076 / -12.408" homo_lumo_gap_ha="0.29618 / 0.28471"
H -1.98955 1.37586 1.68066 1.600 -0.755 -0.176 0.12
H 0.52745 1.05983 2.54359 -1.036 -0.731 -2.742 0.23
H -2.60438 0.44739 -0.75206 2.154 -1.276 0.076 0.12
C -1.16451 0.75377 1.22467 -2.116 -1.252 -5.703 0.04
N 0.16711 0.76911 1.54106 1.422 -1.121 0.835 0.02
C -0.52301 -0.90762 -0.75515 1.367 -1.156 -1.630 -0.23
H 2.09785 -0.91930 -2.34442 0.147 -0.708 -0.128 -0.12
N 0.83118 -0.22226 -0.55270 -0.945 -0.529 1.499 -0.46
S 1.94217 0.26040 -1.77465 -0.425 0.450 0.169 0.93
H -0.39456 -1.38479 -1.74843 -0.741 1.112 -0.153 0.13
H 2.13847 0.35611 0.94737 0.636 0.292 0.150 0.13
C -1.55830 0.06361 -0.44929 -0.575 3.610 6.174 0.09
H -0.58912 -1.88791 -0.23033 0.284 0.925 0.811 0.14
C 1.11921 0.23580 0.66969 -1.771 1.139 0.817 -0.14

---

14
Properties=species:S:1:pos:R:3:forces:R:3:lowdin_charge:R:1 method="wB97M-V/def2-TZVPD" charge=+1 de_lowest_kj_mol=327.6 e_homo_ev=-13.507 homo_lumo_gap_ha=0.26556
C -0.20708 1.27660 -0.63492 0.184 0.154 -1.855 -0.04
N -1.02317 -1.24203 -1.00551 2.179 0.837 1.805 0.11
S 3.35910 -0.24240 -0.10950 -2.405 1.344 0.403 1.13
H -0.67777 0.56006 -1.28731 -0.377 -0.044 0.356 0.06
H -1.68144 -1.76475 -1.47810 -1.882 -1.562 -0.622 0.05
H -1.56073 -1.91051 0.96173 0.047 0.011 -0.719 0.15
C 1.97186 0.34818 0.14021 1.772 -1.882 -0.426 -0.36
H 0.58353 1.46312 1.23243 0.461 -1.098 -0.455 0.19
H 0.49146 1.69595 -1.33181 0.240 1.299 -0.116 0.10
C 0.55778 0.64226 0.44303 0.724 -0.563 3.161 -0.40
H 0.08010 -0.88087 1.93124 0.445 -0.121 2.046 0.11
N -0.06094 -0.57096 1.02669 0.064 1.632 -3.389 0.06
C -0.95326 -1.30209 0.25880 -0.664 -1.070 0.015 -0.25
H -0.87944 1.92746 -0.14699 -0.787 1.063 -0.205 0.10

---

14
Properties=species:S:1:pos:R:3:forces:R:3:lowdin_charge:R:1 method="wB97M-V/def2-TZVPD" charge=+1 de_lowest_kj_mol=489.7 e_homo_ev=-13.128 homo_lumo_gap_ha=0.29565
C 2.54684 1.96515 0.38768 0.885 3.180 0.617 0.03
S -2.67827 0.79679 0.11183 -0.424 -0.181 -1.545 0.96
H 2.98764 2.93065 0.70354 0.090 -1.419 0.069 0.11
C -1.30218 0.11528 0.63324 -0.717 0.914 2.426 -0.46
H 0.85916 -0.38196 -1.73271 2.277 -1.648 -1.676 0.08
H -0.97132 -2.60127 0.13131 -0.593 -0.094 -0.214 0.10
H -0.10732 1.03785 -1.33455 -0.807 1.534 -0.802 0.07
C 0.08971 0.02634 -1.22856 -1.614 -0.197 2.369 0.09
N -0.46861 -0.55859 -0.22578 -0.591 -0.777 -0.972 -0.27
H -3.31546 1.38970 1.16448 0.960 -0.366 0.301 -0.06
C -0.15610 -1.92399 0.29103 0.571 0.775 2.185 0.03
H -0.01334 -1.79652 1.44213 -0.090 -0.284 -2.225 0.15
N 1.80494 1.30526 -0.15360 -0.398 -1.406 -0.349 0.09
H 0.72431 -2.30470 -0.19004 0.450 -0.032 -0.186 0.10

---

14
Properties=species:S:1:pos:R:3:forces:R:3:lowdin_charge:R:1 method="wB97M-V/def2-TZVPD" charge=+1 de_lowest_kj_mol=537.4 e_homo_ev=-12.821 homo_lumo_gap_ha=0.24766
H -1.98663 1.52169 -0.85608 0.708 -0.857 -0.045 0.12
C 1.04588 -1.22586 -0.60208 -2.187 0.936 -1.012 0.25
S -2.60872 -0.09660 0.66142 -1.757 -1.316 1.052 0.73
H -3.00307 -1.46139 0.52818 0.896 1.650 -0.543 -0.08
H 1.19309 -2.15657 -1.28273 -0.863 1.943 1.098 0.16
H 2.67301 -1.22565 0.45469 2.235 -1.132 0.452 0.16
N -0.32083 0.43893 -0.32516 5.729 -3.714 -2.264 -0.03
H 0.08802 2.03164 0.98907 0.654 -1.255 -0.946 0.20
C 1.63218 0.48403 0.82673 -1.041 -0.611 -1.962 -0.04
C -1.60164 0.46418 -0.73526 -3.803 0.447 -0.022 -0.57
C 0.46845 1.09819 0.44852 -0.580 0.849 1.989 -0.11
H 2.35981 0.89158 1.37650 2.469 1.372 2.103 0.09
N 1.91585 -0.69621 0.15911 -2.915 1.736 0.310 0.03
H -1.85540 -0.06796 -1.64293 0.455 -0.050 -0.212 0.10

---

14
Properties=species:S:1:pos:R:3:forces:R:3:lowdin_charge:R:1 method="wB97M-V/def2-TZVPD" de_lowest_kj_mol=146.0 smiles=Cc1cn(C)nn1 e_homo_ev=-9.350 homo_lumo_gap_ha=0.37333
N 0.15665 0.62566 1.11470 -0.185 -0.519 -0.169 -0.18
C -0.58414 0.00987 2.21817 -0.056 0.209 0.415 -0.03
H 0.70538 -1.28676 0.47306 -0.054 -0.242 -0.210 0.13
N -0.11707 1.81741 0.51805 -0.426 -0.479 0.099 0.02
C 0.29976 0.33129 -1.01655 0.362 -0.153 0.137 -0.35
H 0.21755 0.33026 -3.13967 0.075 -0.101 -0.132 0.07
C 0.46573 -0.28546 0.17383 0.130 0.097 -0.247 -0.09
N 0.01441 1.64994 -0.75916 -0.162 -0.222 0.150 0.05
H 0.11884 -0.42822 2.92711 -0.107 0.312 0.209 0.09
H -0.47535 -1.12402 -2.36785 0.185 0.315 -0.054 0.08
H -1.25121 0.73723 2.66018 0.113 0.138 0.308 0.08
H -1.18792 -0.82172 1.82294 0.056 0.475 0.116 0.09
C 0.32812 -0.37407 -2.31916 0.145 0.118 -0.274 -0.05
H 1.27906 -0.90721 -2.38876 -0.076 0.050 -0.348 0.08

---

14
Properties=species:S:1:pos:R:3:forces:R:3:lowdin_charge:R:1 method="wB97M-V/def2-TZVPD" de_lowest_kj_mol=47.8 smiles=CNc1cc[nH]n1 e_homo_ev=-7.904 homo_lumo_gap_ha=0.33165
C -0.70165 -0.70712 0.60573 0.002 -0.023 0.011 -0.04
C 2.23059 0.20330 0.22861 0.109 -0.029 0.140 -0.11
C -2.05831 -0.52201 0.46878 0.019 0.031 -0.073 -0.12
H 2.74532 1.17076 0.26785 -0.090 -0.110 -0.003 0.08
N -2.23394 0.30081 -0.58306 -0.199 -0.024 0.053 -0.05
N -1.07127 0.69007 -1.14997 0.161 -0.150 0.153 0.07
H 1.78723 0.03028 1.21346 0.070 0.016 -0.134 0.07
H -3.09806 0.64598 -0.96488 0.121 -0.065 0.085 0.14
H 2.98463 -0.57312 0.05247 -0.124 0.098 0.037 0.07
C -0.13724 0.07138 -0.43919 0.028 0.055 -0.039 -0.40
H -2.89444 -0.92202 1.02628 0.135 0.077 -0.082 0.11
H 1.32374 0.86252 -1.53422 -0.015 -0.089 0.100 0.12
N 1.19900 0.18738 -0.79309 -0.123 0.098 -0.125 -0.04
H -0.19509 -1.33385 1.32582 -0.094 0.116 -0.123 0.09

---

14
Properties=species:S:1:pos:R:3:forces:R:3:lowdin_charge:R:1 method="wB97M-V/def2-TZVPD" de_lowest_kj_mol=500.4 e_homo_ev=-7.765 homo_lumo_gap_ha=0.32316
H -2.12472 -1.50042 0.04054 0.854 0.118 -0.468 0.12
N -1.68390 1.21304 -1.54836 -0.548 -0.135 0.296 0.06
N -2.27763 0.41723 -0.85156 0.097 0.572 -0.209 -0.20
H 2.75691 0.75100 0.82557 -0.230 -0.063 -0.112 0.08
C -1.56694 -0.53911 0.05359 0.461 0.069 -0.284 -0.20
N 1.09833 0.19114 -0.44797 -0.333 -0.292 -0.145 -0.04
H 3.13281 -0.25322 -0.59012 -0.186 0.045 0.158 0.08
H 1.08192 0.80624 -1.25006 -0.212 -0.350 0.075 0.12
C -0.09828 -0.03319 0.15456 -0.215 -0.529 0.224 -0.24
H 2.29570 -0.96686 0.79316 0.056 0.117 -0.037 0.08
H -3.30780 0.28464 -0.91316 0.064 0.046 0.050 0.12
C 2.38198 -0.06222 0.18632 0.034 -0.072 0.111 -0.09
H -0.86934 -0.17237 2.30917 -0.078 0.239 0.137 0.09
C -0.81905 -0.13590 1.23832 0.235 0.236 0.204 0.02

---

14
Properties=species:S:1:pos:R:3:forces:R:3:lowdin_charge:R:1 method="wB97M-V/def2-TZVPD" de_lowest_kj_mol=6.0 smiles=Nc1c[nH]c(N)c1 e_homo_ev=-7.598 homo_lumo_gap_ha=0.31650
H 1.31798 1.96017 -1.79635 0.004 -0.129 -0.019 0.08
H 0.20153 -1.45788 -1.91531 -0.048 0.037 0.134 0.15
C -0.40224 -1.40607 0.13175 -0.046 0.027 0.167 -0.08
C -0.31837 -0.38652 1.04108 -0.006 -0.120 -0.228 -0.36
H -1.48201 0.08669 2.62667 0.043 -0.067 0.001 0.07
C 0.38280 0.39665 -0.95596 -0.072 -0.120 0.117 -0.39
N 0.91685 1.07232 -2.07231 -0.080 0.158 0.007 0.08
H 0.21271 1.25633 -2.77949 0.046 -0.029 0.060 0.08
H 0.33083 1.75659 0.76846 -0.014 -0.175 -0.096 0.10
H 0.07542 -0.20011 3.01180 -0.105 -0.070 -0.042 0.07
H -0.74604 -2.42220 0.25964 0.077 0.147 -0.032 0.11
N 0.02429 -0.91763 -1.08471 0.112 0.132 -0.072 0.06
N -0.68729 -0.50765 2.41591 0.067 0.164 0.032 0.05
C 0.17353 0.76931 0.34881 0.020 0.044 -0.032 -0.01